{"formula": "C5H8N", "method": "ωB97M-V with the def2-TZVPD basis set", "e_tot_ha": -249.5971, "total_charge": 1, "orbital_gap_ev": [5.721, 8.686], "homo_ev": [-12.633, -13.781], "e_lumo_ev": [-6.91, -5.09], "spin_multiplicity": 1, "relative_energy_kj_mol": 598.62, "elements": ["C", "C", "C", "C", "C", "N", "H", "H", "H", "H", "H", "H", "H", "H"], "xyz": [[1.183, 0.950, -1.054], [1.760, -1.333, -1.166], [-0.002, 0.938, -0.284], [-0.344, -0.274, 0.371], [-1.499, -0.342, 1.484], [1.627, -0.181, -1.446], [1.741, 1.831, -1.338], [1.684, -2.331, -1.752], [-0.093, 1.744, 0.527], [-0.865, 1.274, -0.936], [0.412, -1.096, 0.363], [-2.221, -1.058, 0.962], [-1.993, 0.634, 1.743], [-1.391, -0.756, 2.527]], "forces_ev_per_angstrom": [[1.48, 1.71, -1.60], [0.69, -3.03, -1.79], [-2.32, 1.61, 1.64], [-1.30, -1.29, 3.85], [-0.35, -0.30, -1.44], [0.30, -0.37, 0.73], [-0.27, 0.17, -0.08], [-0.02, 1.78, 1.11], [0.50, -0.60, -1.08], [0.40, -0.14, 0.27], [-1.02, 0.26, -0.04], [0.39, 1.03, 0.88], [0.44, -0.69, -1.07], [1.07, -0.14, -1.37]]}



{"formula": "C5H8N", "method": "ωB97M-V with the def2-TZVPD basis set", "e_tot_ha": -249.6879, "total_charge": 1, "orbital_gap_ev": 10.364, "homo_ev": -13.882, "e_lumo_ev": -3.52, "spin_multiplicity": 1, "relative_energy_kj_mol": 360.39, "elements": ["C", "C", "C", "N", "C", "C", "H", "H", "H", "H", "H", "H", "H", "H"], "xyz": [[0.733, -1.076, -1.541], [-0.087, -0.091, -1.299], [-0.345, 0.309, 0.144], [0.227, -0.768, 1.139], [-0.092, 1.766, 0.576], [-1.300, 1.394, 0.692], [1.181, -1.567, -0.767], [0.846, -1.325, -2.602], [-0.470, 0.471, -2.088], [-0.453, -0.739, 1.910], [1.180, -0.582, 1.495], [0.212, -1.725, 0.743], [0.717, 2.456, 0.457], [-2.351, 1.478, 1.142]], "forces_ev_per_angstrom": [[-0.93, 0.52, -3.14], [-0.11, -0.09, 2.96], [0.40, 2.24, -0.34], [-0.97, 0.38, 0.14], [1.30, -0.98, -1.07], [-2.45, -2.09, 1.25], [1.49, -1.69, 1.21], [0.59, -0.32, 0.70], [-1.01, 1.01, -0.87], [0.59, -0.23, 0.06], [-0.53, 0.08, -0.25], [-0.17, 0.61, 0.15], [0.01, 0.39, 0.38], [1.78, 0.16, -1.18]]}



{"formula": "C5H8N", "method": "ωB97M-V with the def2-TZVPD basis set", "e_tot_ha": -249.6412, "total_charge": 1, "orbital_gap_ev": 8.622, "homo_ev": -12.854, "e_lumo_ev": -4.23, "spin_multiplicity": 1, "relative_energy_kj_mol": 482.95, "elements": ["N", "C", "C", "C", "C", "C", "H", "H", "H", "H", "H", "H", "H", "H"], "xyz": [[-0.303, -0.117, -2.728], [0.414, -0.219, -1.389], [-0.166, 0.128, -0.125], [0.140, 0.137, 1.369], [1.028, 0.319, 2.323], [-0.415, 0.096, 2.744], [0.197, -0.760, -3.350], [-0.253, 0.748, -3.156], [-1.229, -0.463, -2.716], [1.328, -0.547, -1.661], [-1.213, 0.190, -0.247], [1.983, 0.412, 2.511], [-0.610, -0.884, 3.299], [-0.902, 0.958, 3.127]], "forces_ev_per_angstrom": [[1.15, -2.61, 1.72], [-3.18, 2.03, 4.22], [1.27, -2.00, -2.17], [1.79, 0.06, -2.17], [-5.63, -1.09, -2.75], [0.71, -1.54, 1.16], [-0.04, 0.04, 0.00], [-0.04, 2.69, -0.89], [-1.67, -0.18, 0.18], [3.19, -0.71, 0.17], [-1.35, 0.75, -0.16], [4.59, 0.72, 1.33], [-0.10, 1.34, -1.07], [-0.69, 0.50, 0.43]]}